# 1
Entry from the Open Molecules 2025 dataset: a structure of composition C52H104O27S12V at a distorted geometry (ωB97M-V with the def2-TZVPD basis set).

```
! RIJCOSX wB97M-V def2-TZVPD def2/J DEFGRID3
* xyz 0 4
V 13.061 12.832 14.988
C 13.179 10.109 11.589
C 12.439 10.524 12.780
O 13.035 11.543 13.420
H 14.222 9.835 11.886
H 13.320 10.916 10.937
H 12.566 9.411 11.002
H 12.473 9.632 13.441
H 11.401 10.803 12.491
C 16.434 15.441 13.908
C 15.858 14.259 14.628
O 14.619 14.104 14.361
O 16.498 13.601 15.390
H 16.990 16.083 14.665
H 15.700 16.063 13.429
H 17.154 15.160 13.147
C 15.410 13.281 9.110
C 15.296 13.290 10.615
C 13.978 14.006 10.991
S 13.184 14.366 9.397
O 12.569 15.657 9.561
O 12.433 13.246 8.945
C 14.676 14.485 8.506
H 14.989 12.312 8.798
H 16.416 13.336 8.761
H 16.098 13.892 11.052
H 15.298 12.267 11.007
H 14.217 15.031 11.425
H 13.353 13.480 11.750
H 15.092 15.497 8.537
H 14.421 14.358 7.396
C 10.592 12.731 19.399
C 9.867 11.430 19.544
C 10.136 10.694 18.243
S 10.210 11.935 16.891
O 8.925 11.918 16.257
O 11.339 11.730 16.015
C 10.451 13.293 17.997
H 11.643 12.608 19.658
H 10.308 13.484 20.141
H 8.809 11.602 19.522
H 10.195 10.882 20.437
H 9.304 10.031 17.974
H 11.129 10.147 18.189
H 9.655 14.037 17.853
H 11.366 13.839 17.727
C 22.030 18.185 17.132
C 21.475 18.211 18.488
C 20.122 18.917 18.417
S 19.282 18.264 17.014
O 18.404 19.257 16.407
O 18.714 16.967 17.325
C 20.750 17.951 16.166
H 22.683 17.349 16.980
H 22.502 19.091 16.823
H 22.099 18.765 19.223
H 21.430 17.148 18.896
H 20.182 19.948 18.230
H 19.472 18.735 19.283
H 20.740 18.535 15.212
H 20.756 16.879 15.769
C 20.179 13.571 18.024
C 21.630 13.523 17.524
C 21.739 12.495 16.434
S 20.325 12.850 15.413
O 19.754 11.714 14.769
O 20.548 13.936 14.459
C 19.211 13.445 16.802
H 19.998 14.519 18.607
H 20.011 12.715 18.700
H 22.335 13.487 18.325
H 21.836 14.506 17.095
H 21.481 11.498 16.914
H 22.674 12.536 15.836
H 18.394 12.798 17.025
H 18.786 14.334 16.442
C 18.727 10.114 11.120
C 19.930 9.587 11.933
C 21.057 10.699 12.065
S 20.989 11.483 10.434
O 21.875 10.783 9.542
O 21.050 12.902 10.576
C 19.273 11.007 9.989
H 17.970 10.660 11.660
H 18.292 9.188 10.779
H 20.275 8.626 11.473
H 19.775 9.412 13.030
H 22.017 10.284 12.302
H 20.777 11.371 12.895
H 19.418 10.403 9.087
H 18.695 11.927 9.900
C 14.037 19.526 11.541
C 15.193 19.606 12.425
C 16.376 18.878 11.806
S 15.638 17.820 10.518
O 16.015 16.428 10.665
O 16.010 18.452 9.265
C 13.927 18.159 10.880
H 14.103 20.285 10.761
H 13.064 19.752 12.053
H 15.012 19.221 13.433
H 15.448 20.607 12.547
H 16.930 18.338 12.561
H 17.078 19.566 11.341
H 13.564 17.350 11.507
H 13.346 18.143 9.925
C 9.380 14.214 11.352
C 9.981 12.863 11.808
C 9.709 12.771 13.330
S 10.274 14.399 13.855
O 11.764 14.242 14.076
O 9.463 15.009 14.872
C 10.076 15.279 12.273
H 8.300 14.177 11.317
H 9.653 14.448 10.349
H 11.068 12.873 11.685
H 9.671 12.059 11.195
H 10.399 12.053 13.791
H 8.685 12.636 13.456
H 11.057 15.507 11.834
H 9.491 16.217 12.418
C 15.368 17.127 17.126
C 14.376 17.455 16.000
C 13.172 16.515 15.958
S 13.386 15.386 17.393
O 13.323 13.937 16.942
O 12.499 15.728 18.466
C 15.112 15.755 17.674
H 15.328 17.883 17.870
H 16.338 17.182 16.761
H 14.961 17.451 15.094
H 14.105 18.512 16.007
H 13.059 15.873 15.111
H 12.237 17.026 16.182
H 15.566 14.984 17.095
H 15.270 15.422 18.693
C 23.623 15.022 11.616
C 24.636 16.265 11.952
C 25.055 15.996 13.459
S 23.676 15.049 14.267
O 22.953 15.839 15.254
O 24.162 13.717 14.552
C 22.662 14.966 12.735
H 24.112 14.007 11.533
H 23.041 15.190 10.679
H 24.120 17.218 11.873
H 25.470 16.348 11.235
H 25.148 16.919 14.034
H 25.963 15.399 13.561
H 22.004 15.847 12.690
H 22.055 14.073 12.815
C 18.679 15.144 9.817
C 19.625 15.363 8.603
C 19.876 16.837 8.531
S 20.054 17.325 10.187
O 19.214 18.388 10.597
O 21.478 17.438 10.423
C 19.345 15.875 10.915
H 18.564 14.126 10.099
H 17.775 15.752 9.571
H 19.318 15.073 7.636
H 20.523 14.830 8.881
H 18.973 17.275 8.100
H 20.807 17.185 7.977
H 18.724 16.171 11.695
H 20.103 15.171 11.354
C 16.224 9.232 14.064
C 14.894 8.643 14.512
C 14.622 8.998 15.968
S 15.390 10.578 16.182
O 16.332 10.649 17.234
O 14.262 11.504 16.330
C 16.138 10.662 14.514
H 16.441 9.069 13.038
H 17.115 8.747 14.547
H 14.781 7.597 14.200
H 14.080 9.173 13.996
H 15.018 8.308 16.621
H 13.601 9.115 16.252
H 17.030 11.307 14.479
H 15.404 11.294 14.033
C 14.738 12.861 21.581
C 14.940 11.963 20.311
C 16.478 11.791 20.114
S 17.118 13.361 20.640
O 17.529 14.141 19.498
O 18.086 13.220 21.668
C 15.610 14.062 21.310
H 15.085 12.179 22.384
H 13.673 13.169 21.622
H 14.579 12.484 19.426
H 14.438 11.019 20.477
H 16.640 11.710 19.021
H 17.053 10.988 20.649
H 15.193 14.691 20.533
H 15.761 14.733 22.161
*
```

HOMO energy (alpha / beta)   -6.318 / -8.094 eV
Lowest unoccupied orbital energy (alpha / beta)   0.18 / 0.18 eV

# 2
Entry from the Open Molecules 2025 dataset: a structure of composition C28H27BrIrN5O2S at a distorted geometry (ωB97M-V with the def2-TZVPD basis set).

```
! RIJCOSX wB97M-V def2-TZVPD def2/J DEFGRID3
* xyz 2 1
Ir -0.100 -0.377 -0.015
C 1.525 0.846 2.638
C 0.488 -0.183 2.960
C 0.180 -0.466 4.289
C -0.765 -1.417 4.599
C -1.379 -2.116 3.568
C -1.029 -1.822 2.272
N -0.122 -0.855 1.974
C -1.593 -2.517 1.097
C -2.381 -3.654 1.094
C -2.808 -4.161 -0.127
C -2.442 -3.552 -1.321
C -1.646 -2.422 -1.266
N -1.259 -1.953 -0.074
C -1.141 -1.621 -2.402
C -1.515 -1.854 -3.704
C -1.009 -1.036 -4.705
C -0.176 0.002 -4.354
C 0.164 0.214 -3.019
C 0.975 1.417 -2.653
N -0.289 -0.618 -2.065
H 1.464 1.673 3.342
H 1.418 1.252 1.635
H 2.516 0.397 2.732
H 0.689 0.084 5.069
H -1.029 -1.618 5.629
H -2.127 -2.866 3.777
H -2.650 -4.148 2.016
H -3.431 -5.045 -0.149
H -2.770 -3.960 -2.265
H -2.202 -2.652 -3.942
H -1.283 -1.202 -5.738
H 0.206 0.682 -5.104
H 1.792 1.559 -3.361
H 1.372 1.360 -1.641
H 0.338 2.302 -2.702
Br -5.316 6.714 0.545
C -4.184 5.227 0.449
C -3.354 4.931 1.524
C -2.528 3.826 1.457
C -2.524 3.027 0.315
C -3.356 3.338 -0.760
C -4.191 4.438 -0.695
C -1.659 1.852 0.242
O -1.034 1.391 1.241
O -1.490 1.204 -0.854
H -3.361 5.564 2.401
H -1.882 3.577 2.288
H -3.348 2.712 -1.641
H -4.844 4.686 -1.520
C 4.416 -1.555 1.681
N 4.243 -1.051 0.328
C 5.358 -0.370 -0.354
C 4.783 -0.071 -1.750
N 3.369 -0.423 -1.570
C 3.152 -1.039 -0.411
S 1.668 -1.856 0.025
H 5.216 -2.294 1.688
H 3.494 -2.020 2.016
H 4.688 -0.734 2.345
H 6.229 -1.022 -0.386
H 5.621 0.533 0.199
H 5.231 -0.701 -2.518
H 4.896 0.971 -2.039
H 2.720 -0.526 -2.331
*
```

Energy above the lowest of the compared OMol25 structures with the same formula, charge and spin   233.2 kJ/mol
HOMO energy   -12.827 eV
Lowest unoccupied orbital energy   -6.60 eV

# 3
Entry from the Open Molecules 2025 dataset: a cluster of 13 separate species, H25O13 in total at a distorted geometry (ωB97M-V with the def2-TZVPD basis set).

```
! RIJCOSX wB97M-V def2-TZVPD def2/J DEFGRID3
* xyz -1 1
O -2.322 -2.005 1.933
H 1.232 -1.276 -0.396
H 1.464 2.826 2.515
O -2.171 0.552 2.865
H -2.282 -0.410 2.816
H 0.981 -2.619 0.205
O 0.725 3.393 2.784
H 0.180 2.637 3.064
O 3.204 0.893 -2.488
H 2.655 0.227 -2.001
H 2.638 1.673 -2.497
O -1.593 3.493 0.860
H -2.895 -2.547 1.385
H -1.148 4.133 0.319
O -3.125 0.170 0.000
H -3.819 -0.070 -0.627
H -2.466 -0.458 -0.332
O -0.502 2.435 -2.588
H 2.685 -1.633 -2.330
H -0.045 -2.748 -1.113
O 0.659 -1.719 0.328
H -1.458 2.558 0.960
H -0.526 1.713 -1.956
O -0.896 -3.081 -1.470
H -2.713 0.864 2.129
H -0.780 -0.536 -2.377
O 3.932 0.377 0.153
H 4.015 -0.027 -0.711
H 3.253 -0.072 0.659
O 0.539 -0.601 3.041
H -0.187 -1.138 3.363
H -0.854 -4.015 -1.673
O -0.022 -0.146 -2.825
H 0.744 -0.675 -2.423
H 0.606 -0.792 2.097
O 1.969 -1.368 -1.750
H -0.205 2.009 -3.395
H -1.469 -2.016 1.478
*
```

Energy above the lowest of the compared OMol25 structures with the same formula, charge and spin   225.8 kJ/mol
HOMO energy   -6.558 eV
Lowest unoccupied orbital energy   2.31 eV

# 4
Entry from the Open Molecules 2025 dataset: a cluster of 2 separate species, C8H18NO3 in total at a distorted geometry (ωB97M-V with the def2-TZVPD basis set).

```
! RIJCOSX wB97M-V def2-TZVPD def2/J DEFGRID3
* xyz 1 1
C 3.151 -0.410 -0.526
C 2.331 -1.301 -1.510
C 3.419 1.607 0.934
C -1.466 0.852 1.500
C -4.004 -0.531 0.912
C -3.102 -1.091 -1.390
C 2.636 0.664 0.126
C -1.754 0.080 0.258
N -2.843 -0.494 0.006
O 4.432 -0.714 -0.215
O 1.311 1.149 -0.275
O -0.793 -0.116 -0.559
H 3.012 -2.167 -1.874
H 1.535 -1.633 -0.852
H 1.869 -0.731 -2.276
H 3.847 2.420 0.325
H 2.709 2.118 1.677
H 4.244 1.167 1.471
H -2.126 1.811 1.467
H -1.826 0.322 2.406
H -0.457 1.168 1.479
H -4.489 0.521 1.085
H -4.823 -1.162 0.571
H -3.649 -0.780 1.924
H -4.140 -1.162 -1.640
H -2.525 -0.552 -2.044
H -2.809 -2.068 -1.140
H 4.787 -1.375 -0.809
H 1.388 2.021 -0.715
H 0.133 0.387 -0.314
*
```

Energy above the lowest of the compared OMol25 structures with the same formula, charge and spin   0.3 kJ/mol
HOMO energy   -11.404 eV
Lowest unoccupied orbital energy   -2.55 eV